[1]
Molecular formula: C6H10O
Method: DFT, ωB97M-V/def2-TZVPD

Net charge: 0
LUMO energy in eV: 0.134
Largest force on an atom in Eh/bohr: 0.09291
HOMO-LUMO gap in eV: 8.786
Energy above the lowest of the compared OMol25 structures with the same formula, charge and spin in kcal/mol: 172.5
Energy in a.u.: -309.56754

Positions of all 17 atoms, in Å:
C  1.8173  -0.7875  0.0640
C  0.5389  -0.0576  -0.0599
C  -0.8567  0.3648  -1.4384
C  -1.5968  0.4120  -0.1341
C  -0.7103  -0.7846  0.2048
O  -1.0910  1.4716  0.6510
C  0.3271  1.2731  0.6522
H  2.3618  -0.9871  -0.8843
H  1.0165  -2.1674  1.1497
H  2.5261  -0.3770  0.7956
H  -0.4373  1.2471  -1.8852
H  -1.2423  -0.3594  -2.1744
H  -2.6802  0.2984  -0.0483
H  -0.9279  -1.6952  -0.3621
H  -0.5639  -1.2110  1.6599
H  0.8182  2.0973  0.1204
H  0.7005  1.2625  1.6893

[2]
Molecular formula: C6H10O
Method: DFT, ωB97M-V/def2-TZVPD

Net charge: 0
LUMO energy in eV: 0.941
SMILES: C1=CCCC1.C=O
Largest force on an atom in Eh/bohr: 0.00849
HOMO-LUMO gap in eV: 9.927
Energy above the lowest of the compared OMol25 structures with the same formula, charge and spin in kcal/mol: 26.7
Energy in a.u.: -309.79988

Positions of all 17 atoms, in Å:
C  2.4402  0.2066  1.0019
O  1.8902  -0.6202  1.6794
C  -0.0787  -1.2369  -0.4844
C  -1.1570  -1.2160  0.2923
C  -1.7919  0.1503  0.3668
C  -0.8261  1.0516  -0.4452
C  0.1909  0.1005  -1.1238
H  3.1839  -0.0599  0.2241
H  2.2307  1.2887  1.1137
H  1.2264  0.4371  -0.9752
H  0.5500  -2.1061  -0.6593
H  -1.5581  -2.0768  0.8209
H  -2.8056  0.1453  -0.0550
H  -1.8907  0.4868  1.4065
H  -1.3585  1.6661  -1.1769
H  -0.3026  1.7411  0.2256
H  0.0567  0.0418  -2.2113

[3]
Molecular formula: C6H10O
Method: DFT, ωB97M-V/def2-TZVPD

Net charge: 0
LUMO energy in eV: 1.093
SMILES: CO[C@@H]1[C@@H]2CC[C@@H]21
Largest force on an atom in Eh/bohr: 0.01067
HOMO-LUMO gap in eV: 10.515
Energy above the lowest of the compared OMol25 structures with the same formula, charge and spin in kcal/mol: 50.1
Energy in a.u.: -309.76253

Positions of all 17 atoms, in Å:
C  -0.3615  0.7379  2.1529
O  -0.2568  1.4340  0.9375
C  -0.8539  0.7223  -0.1027
C  -0.2346  0.4610  -1.4101
C  1.1860  -0.0892  -1.4028
C  0.7830  -1.2259  -0.4454
C  -0.6525  -0.7161  -0.3856
H  -1.3316  0.8761  2.6555
H  0.4401  1.0879  2.8039
H  -0.2347  -0.3363  1.9637
H  -1.9167  0.9641  -0.2398
H  -0.6474  0.9263  -2.3037
H  1.4275  -0.4832  -2.3950
H  1.9931  0.5742  -1.0807
H  0.7900  -2.1929  -0.9587
H  1.3538  -1.3287  0.4835
H  -1.4838  -1.4114  -0.2724

[4]
Molecular formula: C6H10O
Method: DFT, ωB97M-V/def2-TZVPD

Net charge: 0
LUMO energy in eV: 0.643
Largest force on an atom in Eh/bohr: 0.01433
HOMO-LUMO gap in eV: 9.091
Energy above the lowest of the compared OMol25 structures with the same formula, charge and spin in kcal/mol: 95.7
Energy in a.u.: -309.68980

Positions of all 17 atoms, in Å:
C  2.0651  0.3302  0.1002
C  0.9565  -0.5038  -0.5293
C  -0.4476  0.0000  -0.2419
C  -1.5372  -0.8797  -0.8191
O  -0.6162  -0.0488  1.4314
C  -0.6794  1.4524  -0.3246
C  -0.8777  1.5781  0.9532
H  3.0468  -0.0904  -0.1399
H  1.9539  0.3480  1.1881
H  2.0282  1.3619  -0.2626
H  1.0163  -1.5468  -0.1965
H  1.0779  -0.5166  -1.6231
H  -2.5232  -0.5255  -0.5033
H  -1.5143  -0.8300  -1.9147
H  -1.3971  -1.9247  -0.5245
H  -1.4566  -0.4922  1.6223
H  -1.0624  2.1459  1.8544